{
  "formula": "C3H7OS",
  "method": "ωB97M-V/def2-TZVPD",
  "total_charge": -1,
  "homo_lumo_gap_ev": 6.4,
  "lumo_energy_ev": 4.03,
  "species": ["C", "S", "H", "H", "H", "O", "C", "C", "H", "H", "H", "H"],
  "coordinates": [[0.36, 2.13, 0.87], [-0.82, 1.88, -0.57], [-0.31, 2.45, 1.65], [0.84, 1.19, 1.15], [1.15, 2.83, 0.62], [1.36, -1.74, 0.40], [0.23, -1.35, 0.19], [-0.48, -1.61, -1.10], [-0.27, -0.80, 1.01], [-0.25, -0.77, -1.77], [-1.56, -1.60, -0.95], [-0.26, -2.60, -1.49]]
}

---

{
  "formula": "C31H25AsClIMnN3O3S",
  "method": "ωB97M-V/def2-TZVPD",
  "s2": 6.082,
  "homo_lumo_gap_ev": [6.7, 7.0],
  "spin_multiplicity": 5,
  "lumo_energy_ev": [-0.95, -0.74],
  "species": ["Mn", "Cl", "C", "C", "C", "I", "C", "O", "C", "N", "C", "C", "C", "C", "H", "H", "H", "H", "C", "C", "N", "O", "C", "C", "N", "O", "H", "H", "H", "H", "H", "H", "H", "S", "C", "C", "C", "C", "C", "C", "As", "C", "C", "C", "C", "C", "C", "C", "C", "C", "C", "C", "C", "H", "H", "H", "H", "H", "H", "H", "H", "H", "H", "H", "H", "H", "H"],
  "coordinates": [[-0.43, 1.59, -0.23], [5.48, 2.31, 3.11], [3.81, 2.19, 2.66], [2.84, 2.51, 3.56], [1.47, 2.43, 3.22], [0.04, 2.95, 4.63], [1.07, 2.00, 1.97], [-0.18, 1.87, 1.60], [2.10, 1.66, 1.05], [1.67, 1.22, -0.17], [2.54, 0.90, -1.10], [3.92, 0.98, -0.88], [4.38, 1.39, 0.34], [3.46, 1.75, 1.36], [3.11, 2.85, 4.55], [2.13, 0.56, -2.05], [4.60, 0.71, -1.68], [5.44, 1.46, 0.54], [-1.05, 2.87, -4.27], [-0.64, 2.72, -2.84], [-0.67, 1.57, -2.25], [-1.15, 0.52, -3.03], [-0.20, 3.86, -2.07], [0.06, 5.21, -2.65], [0.03, 3.58, -0.80], [0.48, 4.44, -0.01], [-1.85, 2.18, -4.52], [-0.20, 2.65, -4.92], [-1.37, 3.89, -4.47], [-1.32, -0.18, -2.38], [0.47, 5.15, -3.66], [0.76, 5.73, -2.01], [-0.85, 5.81, -2.70], [-2.73, 1.27, 0.08], [-3.31, -0.36, -0.30], [-4.69, -0.48, -0.51], [-5.27, -1.72, -0.75], [-4.49, -2.87, -0.79], [-3.12, -2.76, -0.59], [-2.53, -1.52, -0.33], [-0.63, -1.32, -0.14], [0.05, -3.09, -0.55], [0.54, -3.31, -1.83], [1.02, -4.56, -2.19], [1.01, -5.60, -1.27], [0.53, -5.38, 0.01], [0.05, -4.13, 0.38], [-0.37, -1.28, 1.79], [-1.42, -1.14, 2.68], [-1.17, -1.04, 4.04], [0.14, -1.07, 4.51], [1.19, -1.22, 3.62], [0.94, -1.32, 2.26], [-5.31, 0.41, -0.49], [-6.34, -1.78, -0.91], [-4.94, -3.83, -0.98], [-2.51, -3.65, -0.62], [0.55, -2.50, -2.56], [1.39, -4.73, -3.20], [1.39, -6.57, -1.55], [0.53, -6.18, 0.74], [-0.32, -3.96, 1.38], [-2.44, -1.09, 2.31], [-1.99, -0.91, 4.73], [0.33, -0.98, 5.57], [2.21, -1.24, 3.98], [1.77, -1.42, 1.57]]
}

---

{
  "formula": "C2H10NO3",
  "method": "ωB97M-V/def2-TZVPD",
  "s2": 0.752,
  "homo_lumo_gap_ev": [3.5, 8.2],
  "spin_multiplicity": 2,
  "lumo_energy_ev": [0.32, 0.08],
  "species": ["O", "C", "C", "N", "H", "H", "H", "H", "H", "H", "H", "H", "O", "H", "H", "O"],
  "coordinates": [[1.93, -1.13, 0.71], [1.12, -0.69, 1.44], [-0.34, -0.57, 1.06], [-0.40, -0.40, -0.42], [1.40, -0.64, 2.54], [-0.89, -1.49, 1.30], [-0.72, 0.22, 1.74], [-1.25, -0.84, -0.80], [-0.21, 0.55, -0.80], [0.45, -0.87, -0.86], [2.18, 1.96, -0.73], [1.17, 3.07, -0.90], [1.24, 2.17, -0.79], [-3.02, 0.91, -1.38], [-3.64, -0.55, -1.42], [-2.84, -0.04, -1.26]]
}

---

{
  "formula": "C15H19Cl5GeO5RuSe",
  "method": "ωB97M-V/def2-TZVPD",
  "total_charge": 1,
  "s2": 0.758,
  "homo_lumo_gap_ev": [8.5, 7.3],
  "spin_multiplicity": 2,
  "lumo_energy_ev": [-3.53, -4.82],
  "species": ["Ru", "O", "C", "O", "C", "O", "C", "C", "O", "O", "H", "H", "H", "H", "H", "Cl", "C", "C", "C", "Cl", "C", "Cl", "C", "Cl", "C", "Cl", "C", "Ge", "C", "C", "C", "Se", "C", "H", "H", "H", "H", "H", "H", "H", "H", "H", "H", "H", "H", "H", "H"],
  "coordinates": [[-0.54, 0.08, 0.42], [0.99, 2.30, 3.60], [0.23, 1.99, 2.58], [0.64, 1.26, 1.68], [-1.12, 2.66, 2.59], [-2.06, 1.97, 1.82], [-2.90, 1.08, 2.57], [-2.20, -0.22, 2.94], [-2.47, -0.78, 3.97], [-1.35, -0.67, 2.05], [1.86, 1.88, 3.53], [-0.96, 3.63, 2.12], [-1.44, 2.82, 3.62], [-3.75, 0.86, 1.92], [-3.26, 1.56, 3.48], [-0.61, 3.61, -0.63], [-1.74, 2.46, -1.25], [-1.64, 1.14, -0.86], [-2.51, 0.24, -1.44], [-2.12, -1.37, -0.84], [-3.49, 0.55, -2.35], [-4.50, -0.66, -3.00], [-3.60, 1.90, -2.71], [-4.80, 2.37, -3.83], [-2.72, 2.85, -2.17], [-2.85, 4.49, -2.64], [1.03, -2.70, 0.63], [2.22, -2.58, -0.93], [3.98, -2.19, -0.17], [2.31, -4.18, -2.02], [1.48, -1.18, -2.11], [1.07, 0.60, -1.43], [2.71, 1.14, -0.57], [1.33, -3.56, 1.24], [-0.03, -2.82, 0.42], [1.19, -1.82, 1.26], [4.24, -3.05, 0.45], [3.97, -1.32, 0.48], [4.76, -2.07, -0.92], [2.72, -5.01, -1.44], [2.96, -4.01, -2.88], [1.33, -4.47, -2.39], [0.50, -1.52, -2.47], [2.11, -1.04, -2.99], [2.98, 0.50, 0.26], [2.55, 2.16, -0.24], [3.48, 1.12, -1.33]]
}

---

{
  "formula": "C3H7N3S",
  "method": "ωB97M-V/def2-TZVPD",
  "s2": 2.007,
  "homo_lumo_gap_ev": [5.1, 7.8],
  "spin_multiplicity": 3,
  "lumo_energy_ev": [0.72, -1.20],
  "species": ["C", "C", "C", "N", "N", "N", "S", "H", "H", "H", "H", "H", "H", "H"],
  "coordinates": [[-0.39, 1.48, -0.28], [-1.60, 1.28, -0.81], [1.23, -1.37, -0.42], [-1.12, -0.12, 1.24], [0.05, 0.63, 0.81], [1.16, -0.31, 0.64], [-2.47, 0.06, 0.17], [0.20, 2.36, -0.42], [-2.25, 1.84, -1.39], [1.35, -1.05, -1.51], [2.24, -1.84, -0.21], [0.40, -2.03, -0.09], [-0.87, -1.06, 1.38], [2.06, 0.12, 0.90]]
}

---

{
  "formula": "C3H9NO",
  "method": "ωB97M-V/def2-TZVPD",
  "smiles": "C[C@@H](O)CN",
  "homo_lumo_gap_ev": 10.3,
  "lumo_energy_ev": 1.00,
  "species": ["C", "C", "O", "C", "N", "H", "H", "H", "H", "H", "H", "H", "H", "H"],
  "coordinates": [[-1.13, 1.28, -0.01], [-0.46, -0.03, -0.38], [0.32, 0.13, -1.59], [0.38, -0.56, 0.77], [1.26, -1.71, 0.47], [-0.34, 2.04, 0.07], [-1.66, 1.28, 0.94], [-1.83, 1.63, -0.76], [-1.18, -0.78, -0.70], [0.81, 0.94, -1.47], [-0.29, -0.91, 1.56], [1.00, 0.22, 1.22], [2.18, -1.36, 0.25], [0.94, -2.18, -0.37]]
}

---

{
  "formula": "C30H26N10ORuS3",
  "method": "ωB97M-V/def2-TZVPD",
  "total_charge": -1,
  "s2": 0.764,
  "homo_lumo_gap_ev": [6.0, 6.1],
  "spin_multiplicity": 2,
  "lumo_energy_ev": [1.97, 1.78],
  "species": ["Ru", "C", "C", "S", "C", "C", "S", "H", "H", "H", "H", "H", "H", "N", "C", "C", "C", "C", "C", "N", "C", "C", "C", "C", "C", "N", "H", "H", "H", "H", "H", "H", "H", "H", "H", "S", "C", "N", "N", "C", "C", "C", "C", "C", "C", "N", "N", "C", "C", "C", "C", "C", "C", "H", "H", "H", "H", "H", "H", "H", "H", "H", "H", "H", "O", "N", "C", "C", "N", "C", "N"],
  "coordinates": [[-0.06, -1.25, -0.23], [4.49, 0.22, 0.85], [3.33, -0.25, 0.02], [1.98, -0.80, 0.90], [3.41, -0.24, -1.38], [4.69, 0.22, -2.03], [2.12, -0.70, -2.33], [4.21, 0.30, 1.90], [4.85, 1.19, 0.51], [5.34, -0.48, 0.79], [5.58, -0.06, -1.46], [4.69, 1.31, -2.13], [4.76, -0.20, -3.03], [-1.43, -3.26, -2.58], [-2.34, -2.43, -1.96], [-3.55, -2.18, -2.63], [-4.54, -1.50, -1.97], [-4.32, -1.09, -0.66], [-3.09, -1.32, -0.11], [-2.09, -1.97, -0.74], [-0.19, -3.69, -2.17], [0.38, -4.74, -2.92], [1.60, -5.25, -2.54], [2.22, -4.74, -1.41], [1.62, -3.70, -0.76], [0.44, -3.16, -1.13], [-1.69, -3.55, -3.50], [-3.68, -2.51, -3.65], [-5.48, -1.29, -2.47], [-5.07, -0.55, -0.10], [-2.85, -0.98, 0.89], [-0.15, -5.13, -3.78], [2.05, -6.05, -3.11], [3.17, -5.11, -1.06], [2.07, -3.23, 0.11], [-0.54, -2.16, 1.80], [-1.15, -0.72, 2.54], [-1.78, -0.75, 3.66], [-2.02, 0.47, 4.28], [-1.08, 1.43, 4.60], [0.28, 1.31, 4.29], [1.16, 2.32, 4.66], [0.74, 3.45, 5.34], [-0.61, 3.55, 5.67], [-1.51, 2.56, 5.31], [-0.94, 0.55, 1.89], [-0.49, 0.48, 0.73], [-0.13, 1.79, 0.22], [0.16, 1.90, -1.13], [0.54, 3.13, -1.65], [0.62, 4.23, -0.81], [0.32, 4.11, 0.54], [-0.06, 2.89, 1.07], [-2.84, 0.45, 4.86], [0.66, 0.45, 3.76], [2.20, 2.20, 4.39], [1.43, 4.23, 5.61], [-0.97, 4.42, 6.21], [-2.56, 2.66, 5.57], [0.09, 1.02, -1.76], [0.76, 3.21, -2.70], [0.92, 5.19, -1.22], [0.39, 4.97, 1.19], [-0.27, 2.78, 2.12], [-0.70, -0.61, -2.88], [-1.22, -0.13, -3.92], [-2.15, 0.80, -3.74], [-2.78, 1.33, -4.91], [-3.32, 1.75, -5.84], [-2.62, 1.25, -2.47], [-3.00, 1.64, -1.45]]
}

---

{
  "formula": "C20H19NO3PPdSe",
  "method": "ωB97M-V/def2-TZVPD",
  "total_charge": 1,
  "homo_lumo_gap_ev": [5.6, 5.6],
  "lumo_energy_ev": [-6.15, -6.07],
  "species": ["Pd", "O", "C", "O", "C", "P", "C", "C", "C", "C", "C", "C", "C", "C", "C", "C", "C", "C", "H", "H", "H", "H", "H", "H", "H", "H", "H", "H", "H", "H", "Se", "C", "C", "C", "N", "C", "C", "H", "H", "H", "H", "C", "O", "H", "H", "H"],
  "coordinates": [[0.57, 0.16, 0.39], [-2.77, -2.03, 0.57], [-1.95, -1.23, 0.27], [-0.79, -1.14, 0.88], [-2.21, -0.20, -0.83], [-1.28, 1.23, -0.35], [-1.86, 1.87, 1.20], [-1.13, 2.88, 1.82], [-1.55, 3.37, 3.05], [-2.68, 2.84, 3.66], [-3.40, 1.82, 3.04], [-2.99, 1.32, 1.81], [-1.21, 2.55, -1.55], [-0.72, 2.37, -2.85], [-0.78, 3.41, -3.75], [-1.32, 4.64, -3.39], [-1.82, 4.82, -2.11], [-1.77, 3.79, -1.19], [-3.27, 0.00, -0.96], [-1.81, -0.56, -1.78], [-0.24, 3.29, 1.36], [-0.98, 4.15, 3.54], [-3.00, 3.22, 4.62], [-4.27, 1.41, 3.52], [-3.56, 0.52, 1.36], [-0.30, 1.43, -3.15], [-0.40, 3.27, -4.75], [-1.36, 5.45, -4.10], [-2.25, 5.77, -1.82], [-2.17, 3.95, -0.20], [1.03, -0.51, -1.91], [2.69, 0.40, -2.13], [3.51, 0.02, -3.17], [4.73, 0.67, -3.32], [5.14, 1.65, -2.53], [4.34, 2.02, -1.54], [3.11, 1.42, -1.30], [3.23, -0.77, -3.85], [5.40, 0.38, -4.12], [4.70, 2.82, -0.91], [2.51, 1.77, -0.45], [0.54, 0.00, 3.37], [1.13, 0.47, 2.19], [-0.05, -0.91, 3.16], [-0.08, 0.76, 3.84], [1.35, -0.29, 4.05]]
}

---

{
  "formula": "C3H9N5O2",
  "method": "ωB97M-V/def2-TZVPD",
  "homo_lumo_gap_ev": 8.6,
  "lumo_energy_ev": 0.56,
  "species": ["C", "C", "C", "N", "N", "N", "N", "N", "O", "O", "H", "H", "H", "H", "H", "H", "H", "H", "H"],
  "coordinates": [[-0.82, 1.26, 0.80], [-0.50, 1.67, -0.66], [0.33, -0.40, -0.17], [-0.33, -0.10, 0.89], [0.30, 0.51, -1.13], [0.99, -1.60, -0.31], [1.14, 0.42, -2.16], [-1.29, -1.52, 1.66], [-0.09, -1.87, 2.54], [-1.46, -2.36, 0.82], [-0.32, 1.97, 1.50], [-1.83, 1.15, 1.07], [-1.46, 1.89, -1.11], [0.13, 2.56, -0.63], [-0.15, -0.99, 2.90], [1.04, -2.29, 0.47], [1.59, -1.55, -1.19], [1.95, 0.91, -2.08], [0.78, 0.35, -3.18]]
}

---

{
  "formula": "C45H90F3NO8PS2",
  "method": "ωB97M-V/def2-TZVPD",
  "total_charge": -1,
  "homo_lumo_gap_ev": 6.4,
  "lumo_energy_ev": 1.86,
  "species": ["C", "C", "C", "C", "C", "C", "P", "C", "F", "F", "F", "O", "C", "C", "C", "C", "C", "O", "C", "C", "C", "C", "C", "N", "C", "C", "C", "C", "C", "S", "S", "C", "C", "C", "O", "H", "H", "H", "H", "H", "H", "H", "H", "H", "H", "H", "H", "H", "H", "H", "H", "H", "H", "H", "H", "H", "H", "H", "H", "H", "H", "H", "H", "H", "H", "H", "H", "H", "H", "H", "H", "H", "H", "H", "H", "H", "H", "H", "H", "H", "H", "H", "H", "H", "H", "C", "C", "C", "O", "C", "H", "H", "H", "H", "H", "H", "H", "H", "C", "C", "C", "O", "C", "H", "H", "H", "H", "H", "H", "H", "H", "C", "C", "C", "O", "C", "H", "H", "H", "H", "H", "H", "H", "H", "C", "C", "C", "O", "C", "H", "H", "H", "H", "H", "H", "H", "H", "C", "C", "C", "O", "C", "H", "H", "H", "H", "H", "H", "H", "H"],
  "coordinates": [[-1.34, -3.71, 5.84], [-0.44, -3.78, 4.56], [-1.25, -3.28, 3.29], [-0.99, -4.27, 2.12], [-2.08, -4.32, 1.01], [-2.29, -3.01, 0.20], [-3.34, -1.68, 1.07], [-5.04, -2.21, 0.21], [-5.23, -1.72, -1.04], [-6.10, -1.69, 0.88], [-5.25, -3.54, 0.15], [-4.04, -0.47, 2.10], [-3.52, 0.81, 1.72], [-4.79, 1.70, 1.70], [-5.52, 1.76, 3.08], [-5.09, 3.02, 3.89], [-3.71, 2.90, 4.57], [-3.41, 1.54, 4.92], [-2.71, 0.66, 0.39], [-2.67, 1.91, -0.54], [-2.15, 3.16, 0.23], [-0.67, 3.01, 0.69], [-0.51, 2.33, 2.07], [0.93, 2.32, 2.44], [1.28, 3.18, 3.57], [2.52, 4.12, 3.28], [2.82, 4.28, 1.76], [4.07, 5.24, 1.63], [1.41, 0.99, 2.58], [1.22, 0.01, 3.88], [2.27, 0.31, 1.11], [1.06, -0.99, 0.54], [1.75, -2.37, 0.36], [2.38, -2.89, 1.68], [-3.18, -0.52, -0.22], [-1.97, -2.82, 5.76], [-1.98, -4.61, 5.87], [-0.71, -3.64, 6.74], [-0.06, -4.80, 4.43], [0.44, -3.12, 4.70], [-0.83, -2.28, 3.07], [-2.30, -3.23, 3.61], [-0.97, -5.28, 2.58], [0.02, -4.09, 1.74], [-3.04, -4.71, 1.37], [-1.72, -5.08, 0.28], [-1.36, -2.53, -0.14], [-2.84, -3.31, -0.72], [-3.69, -2.59, 2.13], [-2.07, -1.23, 1.64], [-2.86, 1.10, 2.56], [-4.63, 2.73, 1.33], [-5.49, 1.22, 1.00], [-5.37, 0.86, 3.68], [-6.59, 1.82, 2.84], [-5.86, 3.18, 4.67], [-5.12, 3.90, 3.21], [-3.74, 3.47, 5.51], [-2.94, 3.28, 3.88], [-2.45, 1.49, 4.95], [-1.62, 0.43, 0.47], [-3.64, 2.10, -1.03], [-1.93, 1.68, -1.32], [-2.81, 3.45, 1.07], [-2.17, 4.01, -0.48], [-0.09, 2.54, -0.11], [-0.28, 4.04, 0.82], [-0.84, 1.28, 2.08], [-1.14, 2.87, 2.79], [1.52, 2.64, 4.50], [0.45, 3.86, 3.82], [2.35, 5.09, 3.77], [3.41, 3.64, 3.73], [3.02, 3.29, 1.33], [1.96, 4.77, 1.28], [3.79, 6.10, 1.00], [4.94, 4.72, 1.20], [4.32, 5.63, 2.63], [0.27, -1.11, 1.30], [0.63, -0.60, -0.39], [0.99, -3.07, -0.01], [2.57, -2.29, -0.38], [2.76, -3.91, 1.51], [1.66, -2.90, 2.51], [3.19, -2.20, 1.95], [4.80, -7.33, -0.59], [4.03, -8.45, 0.07], [3.38, -7.73, 1.24], [3.15, -6.38, 0.82], [3.86, -6.15, -0.41], [5.05, -7.52, -1.64], [5.74, -7.15, -0.05], [3.27, -8.84, -0.61], [4.65, -9.29, 0.39], [4.03, -7.71, 2.11], [2.43, -8.18, 1.53], [3.14, -6.09, -1.22], [4.39, -5.20, -0.35], [-3.58, -4.55, -4.05], [-2.46, -4.14, -4.99], [-1.26, -4.13, -4.05], [-1.51, -5.12, -3.05], [-2.88, -5.54, -3.13], [-4.44, -4.98, -4.55], [-3.92, -3.69, -3.47], [-2.32, -4.91, -5.76], [-2.63, -3.19, -5.48], [-1.16, -3.16, -3.55], [-0.32, -4.36, -4.56], [-2.90, -6.55, -3.55], [-3.31, -5.57, -2.13], [3.81, -3.56, -6.12], [2.60, -4.29, -5.57], [2.80, -4.12, -4.07], [3.48, -2.88, -3.88], [3.96, -2.40, -5.14], [3.69, -3.22, -7.16], [4.69, -4.20, -6.08], [1.68, -3.78, -5.88], [2.53, -5.33, -5.88], [3.43, -4.92, -3.66], [1.86, -4.11, -3.52], [3.34, -1.55, -5.44], [4.99, -2.07, -5.04], [-4.64, 5.32, -4.05], [-3.49, 5.73, -4.95], [-2.33, 5.78, -3.97], [-2.60, 4.81, -2.96], [-3.96, 4.36, -3.09], [-5.48, 4.86, -4.58], [-5.02, 6.19, -3.50], [-3.31, 4.96, -5.70], [-3.66, 6.68, -5.46], [-2.26, 6.76, -3.48], [-1.37, 5.56, -4.44], [-3.94, 3.34, -3.48], [-4.43, 4.34, -2.10], [6.82, 9.81, -0.55], [6.97, 8.48, -1.28], [6.33, 7.51, -0.30], [5.33, 8.25, 0.41], [5.48, 9.64, 0.13], [6.86, 10.68, -1.21], [7.62, 9.91, 0.19], [6.39, 8.50, -2.21], [7.99, 8.22, -1.53], [7.07, 7.16, 0.44], [5.88, 6.65, -0.78], [4.66, 9.95, -0.53], [5.41, 10.21, 1.06]]
}